Entry 1:
{"formula": "C20H44N4O4", "method": "the ωB97M-V functional and the def2-TZVPD basis", "de_lowest_kcal_mol": 0.0, "e_tot_ha": -1308.4065, "molar_mass_g_mol": 404.6, "gap_ev": 9.57, "smiles": "CCCCCCCCCCCCCOC(=O)NN.CN(C)C=O.CN(C)C=O", "symbols": ["H", "H", "C", "H", "H", "C", "O", "H", "H", "H", "C", "O", "H", "H", "H", "H", "H", "H", "N", "O", "N", "H", "H", "C", "H", "C", "H", "H", "H", "H", "H", "N", "C", "H", "C", "C", "C", "C", "C", "C", "H", "C", "O", "H", "H", "N", "H", "H", "H", "H", "H", "H", "H", "C", "H", "H", "C", "H", "C", "H", "H", "H", "C", "H", "H", "H", "C", "H", "H", "C", "C", "H"], "xyz": [[5.323, -0.176, 0.119], [-2.517, -2.581, 1.676], [3.384, -3.753, 1.200], [3.270, -1.869, -0.876], [3.851, -6.491, 3.343], [-1.064, 0.828, -2.202], [-5.151, -1.386, -0.414], [2.552, -1.114, 2.332], [2.391, -3.499, 0.818], [-1.809, 2.403, -4.287], [-1.016, -0.457, 1.182], [-2.821, 6.029, -3.518], [0.185, 1.064, 0.226], [-0.659, 1.592, 1.664], [-1.079, 6.426, -0.229], [-5.786, -3.476, 0.810], [-1.708, -0.336, 0.339], [-1.243, -0.980, 3.293], [-1.140, 6.881, -2.257], [-0.083, 1.544, -2.297], [-2.280, 1.122, -2.692], [-3.362, -2.101, 3.157], [-2.632, 5.685, -1.524], [-4.661, -1.860, 0.585], [4.275, -4.792, 3.554], [-0.088, 0.755, 1.242], [4.286, -5.728, 1.088], [4.982, -1.883, -1.270], [3.664, 1.007, 1.315], [0.509, 6.593, -0.990], [-3.493, 2.471, -3.719], [-3.920, -4.022, 0.195], [1.170, 0.542, 2.090], [0.866, 0.263, 3.105], [3.447, -5.245, 1.593], [4.521, -0.797, 0.535], [3.542, -5.471, 3.106], [-3.412, 0.233, -2.511], [2.152, -0.497, 1.520], [4.435, -3.364, 0.157], [-3.697, -4.857, 0.720], [3.325, 0.126, 0.758], [-3.948, -1.106, 1.416], [0.345, 8.080, -3.079], [2.573, -5.289, 3.576], [-4.815, -3.233, 0.985], [-1.034, -0.147, -1.684], [-3.102, -0.638, -1.940], [-4.212, 0.730, -1.963], [4.413, -4.104, -0.652], [-1.253, 8.264, -3.835], [-2.359, 0.260, 2.721], [3.547, -3.151, 2.100], [-2.925, -1.733, 2.227], [-3.802, -0.102, -3.475], [-0.285, 6.830, -4.174], [-0.549, 7.553, -3.402], [-2.191, 3.216, -2.772], [-2.456, 2.374, -3.410], [4.903, -1.171, 1.493], [1.693, 1.499, 2.180], [2.534, -5.732, 1.240], [-1.859, -0.673, 2.441], [-0.454, -1.376, 0.985], [2.989, 0.487, -0.220], [-4.340, -4.281, -0.690], [-2.262, 6.162, -2.448], [5.425, -3.419, 0.628], [1.616, -1.185, 0.858], [4.271, -1.968, -0.443], [-0.506, 6.993, -0.960], [-0.464, 8.035, -0.637]], "atomic_forces_ev_per_a": [[0.0, -0.1, 0.1], [0.0, 0.0, 0.1], [0.2, 0.0, 0.0], [0.0, 0.0, 0.0], [-0.1, 0.0, 0.0], [-0.1, -0.1, 0.0], [0.0, -0.4, 0.8], [0.0, 0.1, 0.0], [0.0, 0.0, 0.1], [0.0, 0.0, 0.0], [-0.2, 0.0, 0.0], [0.0, 0.0, 0.0], [0.1, -0.1, 0.1], [0.0, 0.0, -0.1], [0.0, 0.0, 0.0], [0.0, -0.1, -0.1], [0.0, 0.0, 0.2], [0.0, 0.0, -0.1], [0.1, 0.1, 0.0], [0.1, 0.1, 0.0], [0.0, -0.1, 0.0], [-0.1, 0.1, -0.1], [0.0, 0.0, 0.0], [-0.1, 0.4, -0.6], [-0.1, -0.1, 0.0], [0.0, 0.1, 0.0], [0.0, 0.0, 0.0], [-0.1, 0.0, 0.0], [0.0, 0.0, 0.0], [0.0, 0.0, 0.0], [0.0, 0.0, 0.0], [0.1, 0.0, 0.1], [-0.1, 0.0, -0.1], [0.0, 0.0, -0.1], [-0.2, 0.1, 0.2], [0.1, 0.0, -0.2], [0.1, 0.0, -0.2], [0.1, 0.1, -0.1], [0.1, 0.0, 0.0], [-0.1, 0.0, 0.1], [0.0, 0.0, 0.0], [-0.1, 0.0, 0.1], [0.2, -0.1, -0.3], [0.0, 0.0, 0.0], [0.1, 0.0, 0.1], [-0.1, 0.1, -0.1], [0.0, 0.0, -0.1], [0.0, 0.0, 0.0], [0.0, 0.0, 0.0], [0.1, 0.0, 0.0], [0.0, 0.0, 0.0], [0.1, 0.0, 0.0], [-0.1, 0.0, -0.1], [0.1, 0.0, 0.1], [0.0, 0.0, 0.0], [0.0, 0.0, 0.0], [0.0, 0.0, 0.0], [0.0, 0.0, 0.0], [0.1, 0.0, 0.1], [-0.1, 0.0, 0.0], [0.0, 0.0, 0.1], [0.2, -0.1, -0.1], [0.0, -0.1, 0.1], [0.0, 0.0, -0.1], [-0.1, 0.1, 0.1], [0.0, 0.0, 0.0], [0.0, -0.1, 0.0], [0.0, -0.1, -0.1], [0.1, 0.0, 0.1], [0.0, 0.1, 0.1], [0.0, 0.0, -0.1], [0.0, 0.0, 0.0]], "mulliken_charge": [0.34, 0.32, 0.34, 0.41, 0.37, -0.10, -0.58, 0.07, 0.10, 0.30, 0.42, -0.61, -0.09, 0.47, 0.30, 0.31, -0.08, 0.36, 0.10, -0.67, 0.22, 0.44, 0.35, 0.49, 0.34, -0.63, 0.39, 0.36, 0.42, 0.34, 0.40, -0.48, -1.16, 0.33, -0.57, -0.82, -1.23, -0.96, 0.69, -0.98, 0.21, -0.95, -0.26, 0.38, 0.29, -0.23, 0.56, 0.20, 0.38, 0.44, 0.30, 0.31, -0.04, -0.64, 0.40, 0.29, -0.95, 0.28, -0.99, 0.45, 0.56, 0.27, -0.59, 0.01, 0.26, 0.24, 0.08, 0.29, -0.22, -0.78, -0.91, 0.34]}


Entry 2:
{"formula": "C12H18GeN2O3RuS2", "method": "the ωB97M-V functional and the def2-TZVPD basis", "de_lowest_kcal_mol": 0.1, "e_tot_ha": -3771.4110, "molar_mass_g_mol": 476.1, "gap_ev": 7.30, "symbols": ["H", "H", "H", "N", "H", "H", "H", "C", "Ru", "C", "C", "C", "H", "H", "H", "Ge", "O", "C", "C", "C", "S", "O", "C", "H", "H", "C", "H", "O", "H", "S", "C", "H", "H", "H", "C", "H", "N", "H", "C"], "xyz": [[-0.296, 1.114, -5.111], [-1.431, -4.076, -0.289], [-0.452, 2.790, 2.641], [0.771, 1.927, 1.247], [-1.430, -0.213, 2.879], [-2.662, -1.472, 3.093], [-2.202, -0.017, -0.795], [2.911, 3.174, 2.372], [-0.094, 0.038, -0.759], [0.700, 1.318, -4.724], [-2.489, -0.921, -0.220], [0.572, -1.457, 0.469], [3.764, 3.667, 2.817], [4.051, 2.202, 0.839], [1.458, 3.986, 3.773], [-1.255, -1.915, 1.011], [-0.334, 1.363, 0.718], [-1.661, -3.798, 0.740], [0.090, 0.843, -2.537], [0.577, 2.722, 2.324], [-0.829, -3.876, -3.455], [0.911, 0.565, -3.509], [1.628, 3.358, 2.912], [-2.721, -3.980, 0.923], [-2.856, -1.626, -0.963], [-1.622, -1.285, 2.822], [1.460, 0.966, -5.413], [-0.787, 1.675, -2.501], [-3.314, -0.554, 0.393], [2.110, 0.689, -0.674], [-0.455, -2.532, -2.630], [1.061, -2.282, -0.038], [0.813, 2.382, -4.527], [1.214, -1.070, 1.261], [3.079, 2.368, 1.280], [-1.079, -4.425, 1.415], [-0.198, -1.570, -2.020], [-0.981, -1.791, 3.544], [1.978, 1.715, 0.691]], "atomic_forces_ev_per_a": [[0.0, 0.0, 0.0], [0.0, 0.0, 0.0], [0.0, 0.0, 0.0], [0.0, 0.0, 0.0], [0.0, 0.0, 0.0], [0.0, 0.0, 0.0], [0.0, 0.0, 0.0], [0.0, 0.0, 0.0], [0.0, 0.0, 0.0], [0.0, 0.0, 0.0], [0.0, 0.1, 0.0], [0.0, 0.0, 0.0], [0.0, 0.0, 0.0], [0.0, 0.0, 0.0], [0.0, 0.0, 0.0], [0.0, 0.0, -0.1], [0.0, 0.0, -0.1], [0.0, 0.0, 0.0], [0.0, 0.0, 0.1], [0.0, 0.0, 0.0], [0.0, 0.0, 0.0], [0.0, 0.0, 0.0], [0.0, 0.0, 0.0], [0.0, 0.0, 0.0], [0.0, 0.0, 0.0], [0.0, 0.0, 0.0], [0.0, 0.0, 0.0], [0.0, 0.0, 0.0], [0.0, 0.0, 0.0], [0.0, 0.0, 0.0], [0.0, -0.1, 0.0], [0.0, 0.0, 0.0], [0.0, 0.0, 0.0], [0.0, 0.0, 0.0], [0.0, 0.0, 0.0], [0.0, 0.0, 0.0], [0.0, 0.0, 0.0], [0.0, 0.0, 0.0], [0.0, 0.0, 0.0]], "mulliken_charge": [0.31, 0.31, 0.43, 0.52, 0.28, 0.38, 0.38, -0.10, -0.01, -0.71, -1.21, -0.98, 0.39, 0.40, 0.41, 0.60, -0.73, -1.11, 1.01, -0.31, -0.42, -0.29, -0.73, 0.33, 0.46, -1.17, 0.25, -0.57, 0.52, -0.32, 0.29, 0.53, 0.31, 0.60, -0.90, 0.36, -0.69, 0.36, 0.82]}


Entry 3:
{"formula": "C4H6BrN", "method": "the ωB97M-V functional and the def2-TZVPD basis", "de_lowest_kcal_mol": 37.5, "e_tot_ha": -2784.6907, "molar_mass_g_mol": 148.0, "gap_ev": 9.55, "smiles": "CC1=N[C@]1(C)Br", "symbols": ["N", "H", "H", "H", "H", "C", "C", "C", "H", "H", "Br", "C"], "xyz": [[-0.398, -0.003, 1.431], [0.063, 1.979, -0.518], [-1.492, 1.886, -1.407], [0.268, -2.352, -0.898], [1.139, -2.272, 0.688], [-1.226, 0.345, 0.246], [-0.162, -0.831, 0.498], [-1.038, 1.691, -0.410], [1.435, -1.154, -0.692], [-1.573, 2.575, 0.147], [-3.083, -0.301, 0.295], [0.746, -1.751, -0.183]], "atomic_forces_ev_per_a": [[0.3, -1.0, 0.1], [-1.4, -0.6, 0.4], [0.3, -1.1, 0.4], [-0.8, -1.0, -0.6], [0.8, -0.7, -0.6], [1.6, -2.7, 0.1], [-3.2, 5.1, -1.7], [0.1, 2.5, 0.0], [1.5, 0.9, -0.6], [1.1, -1.8, -0.3], [0.4, 0.4, 0.0], [-0.8, -0.1, 2.8]], "mulliken_charge": [-0.59, 0.31, 0.31, 0.30, 0.32, 0.84, 0.20, -1.05, 0.25, 0.26, -0.22, -0.92]}